The following is a DFT calculation (ωB97M-V/def2-TZVPD) of C22H46BCl7FKN3O7S as an isolated structure in a non-equilibrium geometry.

Last column: Mulliken charge in e.
CARTESIAN COORDINATES (ANGSTROEM)
C1 -5.33523 -1.70533 -1.94623  -0.970
N1 -3.89995 -1.53115 -2.10306  0.575
C2 -3.12350 -2.69936 -1.66604  -0.999
B1 -1.57260 -2.34385 -1.75866  -0.552
C3 -0.83667 -2.05135 -3.13884  0.512
C4 -0.87627 -0.54172 -3.49604  -0.837
O1 -0.84470 0.28929 -2.27962  -0.091
C5 -1.96130 1.02690 -2.15241  0.379
C6 -2.58236 1.05425 -0.65708  -1.022
O2 -2.50773 1.67713 -2.98815  -0.415
C7 -0.77352 -2.22988 -0.39683  1.693
C8 -0.77980 -3.58772 0.30107  -0.838
F1 0.54173 -1.73296 -0.54077  -0.386
H1 -5.79419 -0.71691 -1.81949  0.291
H2 -5.58973 -2.28665 -1.05261  0.383
H3 -5.79232 -2.13141 -2.84435  0.268
H4 -3.67919 -1.32086 -3.09991  -0.375
H5 -3.35189 -3.61888 -2.21721  0.236
H6 -3.30581 -2.93312 -0.60551  0.579
H7 0.19033 -2.41272 -3.12140  0.383
H8 -1.33546 -2.55010 -3.97220  -0.010
H9 0.02553 -0.30937 -4.06005  0.425
H10 -1.73069 -0.33436 -4.14259  0.208
H11 -2.92761 2.11463 -0.45313  0.544
H12 -3.39429 0.34709 -0.55094  -0.129
H13 -1.72164 0.78268 0.05362  0.500
H14 -1.32463 -1.49294 0.22197  -0.954
H15 0.05529 -3.66131 0.99888  0.079
H16 -0.72947 -4.39277 -0.51358  -0.074
H17 -1.73404 -3.68083 0.81952  0.308
O3 -3.81421 -1.54145 1.24467  -0.471
H18 -4.00595 -1.66694 0.27885  0.030
H19 -4.63391 -1.48179 1.75713  0.373
H20 -3.12415 -0.72880 1.53428  0.376
C9 2.65341 3.43261 -5.23890  -0.901
S1 1.11702 2.55064 -5.46937  0.601
O4 0.44950 3.06381 -6.69512  -0.705
C10 0.36225 3.35430 -4.04689  -0.933
H21 3.33737 3.15097 -6.03573  0.398
H22 2.47510 4.50709 -5.27668  0.290
H23 3.09113 3.15933 -4.27523  0.201
H24 0.36889 4.43514 -4.19628  0.535
H25 0.92428 3.09469 -3.14554  0.272
H26 -0.66822 3.00465 -3.96033  0.169
C11 0.34911 -3.93119 -6.38972  0.368
Cl1 -1.33677 -4.42937 -6.52276  -0.104
Cl2 1.25666 -4.53165 -7.79407  -0.146
Cl3 0.43267 -2.16810 -6.35195  -0.076
Cl4 1.04143 -4.60099 -4.91318  -0.082
Cl5 -2.40728 -1.32237 3.06796  -0.602
C12 1.71607 2.74418 8.46280  -1.076
C13 0.75320 3.02944 7.32109  -0.517
N2 0.11900 1.80353 6.82703  0.158
C14 -1.18331 1.41281 7.03929  -0.445
C15 -1.35159 0.23391 6.38809  -0.293
N3 -0.15289 -0.07211 5.80034  0.217
C16 0.72146 0.88342 6.07500  -0.126
C17 0.12461 -1.26056 4.98896  -1.202
H27 2.50131 2.05587 8.14951  0.344
H28 2.18556 3.66692 8.79900  0.369
H29 1.19421 2.29283 9.30678  0.323
H30 1.27623 3.49244 6.48516  0.338
H31 -0.03115 3.71229 7.63939  0.304
H32 -1.84354 2.02398 7.62716  0.423
H33 -2.19124 -0.42802 6.26851  0.456
H34 1.74585 0.91163 5.74531  0.448
H35 0.92090 -1.84166 5.45126  0.384
H36 0.42538 -0.94940 3.99371  0.499
H37 -0.77280 -1.85931 4.91405  0.316
Cl6 -1.26717 -5.66246 -1.76528  -0.709
C18 2.62816 -1.26535 1.42163  -0.764
C19 2.82577 -2.42393 2.36628  0.922
O5 1.89671 -3.06665 2.80008  -0.524
C20 4.25023 -2.74753 2.75903  -1.339
H38 1.56896 -1.14094 1.21288  -0.065
H39 3.01431 -0.35110 1.88314  0.388
H40 3.14422 -1.45405 0.48042  0.411
H41 4.70546 -1.88940 3.25752  0.331
H42 4.83239 -3.00328 1.87311  0.351
H43 4.25379 -3.59626 3.44031  0.336
C21 5.33036 6.03838 -2.64488  -0.922
C22 4.97519 4.61224 -3.12767  0.690
O6 4.22223 3.94283 -2.37040  -0.743
O7 5.47409 4.28594 -4.22515  -0.709
H44 4.86367 6.25966 -1.68313  0.286
H45 6.41262 6.13328 -2.53843  0.246
H46 4.98763 6.77206 -3.37733  0.217
K1 -1.26742 2.83537 -0.54568  1.068
Cl7 -4.18506 -0.50797 -4.88840  -0.695

Summary:
Charge   -1
HOMO level   -4.311 eV